(1)
The following is a quantum chemistry calculation of a 3-piece molecular cluster, C4H15NO3 overall, from the OMol25 dataset.

Geometry (Å):
C 0.1140 -0.0728 0.6116
C 0.3703 -0.3543 -0.9085
C 1.4162 -1.3854 -1.1378
O 0.9256 0.9623 -1.3437
C -0.9921 0.8371 1.0374
N -2.2792 0.3324 1.3864
H -0.2179 -1.1101 0.9725
H 0.9825 0.3293 0.9533
H -0.6175 -0.5323 -1.5434
H 2.4216 -0.8453 -1.4003
H 1.2010 -2.0275 -2.0333
H 1.7033 -1.9006 -0.1500
H 0.6809 1.1198 -2.2476
H -0.6357 1.4734 1.9167
H -1.0985 1.5336 0.0445
H -2.8931 0.0587 0.7042
H -2.7041 1.0197 2.0241
H 3.5733 2.5316 -1.7129
H 2.4020 1.5741 -1.7514
O 3.0316 2.0649 -2.3298
H -2.8518 -1.6908 2.1746
H -2.5483 -2.1773 3.4577
O -2.5690 -2.5060 2.5823

- Total charge: 0
- SMILES: C[C@H](O)CCN.O.O
- Strongest force on any atom: 0.11282 Eh/bohr
- E_LUMO: 0.7 eV
- Calculated total energy: -441.807508 hartree
- HOMO energy: -9.381 eV
- Frontier orbital gap: 0.3699 Ha

***

(2)
The following is a quantum chemistry calculation of a 3-piece molecular cluster, C4H15NO3 overall, from the OMol25 dataset.

Geometry (Å):
C -0.8282 -0.1064 0.5011
C 0.5130 0.5647 0.3892
C 0.5435 1.9023 1.1474
O 0.7504 0.7243 -1.0123
C -0.9555 -1.4198 -0.2604
N 0.2724 -2.1893 -0.2630
H -1.0521 -0.2663 1.5515
H -1.5891 0.6206 0.1732
H 1.3056 -0.0741 0.7968
H -0.3889 2.0573 1.6843
H 0.7212 2.7599 0.4940
H 1.3614 1.8944 1.8623
H 1.6583 1.0031 -1.1827
H -1.7396 -2.0191 0.1963
H -1.3923 -1.1952 -1.2442
H 0.9318 -1.8038 -0.9247
H 0.1092 -3.1524 -0.5161
H 0.4497 3.8485 -3.1649
H 0.2124 2.6674 -2.2529
O -0.1886 3.1374 -2.9971
H 0.3126 -2.4742 1.8512
H -0.9200 -3.0700 2.5311
O -0.0225 -2.7728 2.7126

- Total charge: 0
- SMILES: C[C@H](O)CCN.O.O
- Strongest force on any atom: 0.02195 Eh/bohr
- E_LUMO: 0.5 eV
- Calculated total energy: -441.866132 hartree
- HOMO energy: -9.749 eV
- Frontier orbital gap: 0.3784 Ha

***

(3)
The following is a quantum chemistry calculation of a 4-piece molecular cluster, C4H15NO3 overall, from the OMol25 dataset.

Geometry (Å):
C 1.9276 -0.7980 -1.4466
N -0.1343 -0.2931 0.9963
C -0.4345 -0.3331 -0.3882
C 0.4239 -0.5314 -1.4140
C -1.9189 -0.2245 -0.6207
H 2.4954 0.1184 -1.5723
H 2.2418 -1.1932 -0.4314
H 2.2113 -1.4516 -2.2239
H 0.8611 -0.1141 1.2250
H -0.6742 0.4812 1.4406
H -0.0607 -0.5254 -2.4423
H -2.2193 0.8418 -0.3567
H -2.5886 -0.9996 -0.1073
H -2.3480 -0.0740 -1.5835
H -0.2205 3.8661 -1.7284
H -0.8741 2.7476 -2.7582
O -0.9791 3.4515 -2.0187
H -0.1475 -2.7018 2.3406
H -0.7654 -2.6005 1.1549
O -0.8337 -3.1439 1.8342
H 2.6269 1.3079 2.7681
H 1.4248 1.9686 2.0562
O 1.6863 1.1552 2.4922

- Total charge: +1
- Strongest force on any atom: 0.12903 Eh/bohr
- E_LUMO (spin up / spin down): -3.6 / -7.7 eV
- Spin multiplicity: 2
- Calculated total energy: -441.517889 hartree
- HOMO energy (spin up / spin down): -14.645 / -14.654 eV
- Frontier orbital gap (spin up / spin down): 0.4067 / 0.2553 Ha

***

(4)
The following is a quantum chemistry calculation of a 3-piece molecular cluster, C4H15NO3 overall, from the OMol25 dataset.

Geometry (Å):
C 0.8516 -2.1943 -0.0735
C -0.2295 -1.3527 0.6607
N -0.2592 0.0261 0.1277
C -1.6014 0.4843 -0.2672
C -2.0925 1.5176 0.8285
O -2.5414 2.6862 0.2153
H 0.5923 -2.3184 -1.1121
H 1.9012 -2.0438 0.1459
H 0.7215 -3.2144 0.3355
H -1.1130 -1.9824 0.6535
H 0.1437 -1.3103 1.6943
H 0.3004 0.1304 -0.7366
H -1.4882 1.1173 -1.1411
H -2.3211 -0.3202 -0.4697
H -1.3341 1.8405 1.5427
H -2.8750 1.0305 1.4212
H -1.8606 3.2834 -0.1343
H 2.4144 -0.7313 -2.5015
H 2.1728 0.4337 -1.4742
O 1.8209 0.0077 -2.2750
H 2.4875 0.2629 1.0422
H 1.7951 1.5513 0.9729
O 2.5147 1.0958 0.5447

- Total charge: +1
- Strongest force on any atom: 0.09862 Eh/bohr
- E_LUMO (spin up / spin down): -3.1 / -8.2 eV
- Spin multiplicity: 2
- Calculated total energy: -441.510578 hartree
- HOMO energy (spin up / spin down): -14.999 / -14.903 eV
- Frontier orbital gap (spin up / spin down): 0.4382 / 0.2452 Ha

***

(5)
The following is a quantum chemistry calculation of a 4-piece molecular cluster, C4H15NO3 overall, from the OMol25 dataset.

Geometry (Å):
C 2.3704 -1.7446 -0.2495
C 1.1146 -0.9866 -0.4502
C 1.0094 0.1123 -1.2735
N 0.0489 1.0419 -1.2244
C -1.3571 0.8502 -1.6190
H 2.2439 -2.7271 0.1479
H 2.7444 -1.8727 -1.2430
H 3.1451 -1.2770 0.2898
H 0.2436 -1.3921 0.0889
H 1.8123 0.3780 -2.0601
H 0.4139 1.9382 -1.6275
H -1.6393 1.3903 -2.5449
H -1.5975 -0.1640 -1.8762
H -1.9253 1.0807 -0.6958
H -0.5785 -0.2508 2.3660
H -0.3370 1.1746 2.9375
O -0.6358 0.2864 3.1624
H 0.2916 1.4203 0.9686
H 0.0330 2.8170 1.4750
O 0.5034 2.0476 1.7073
H -2.9634 -1.5350 -0.1343
H -2.6601 -1.1259 1.3092
O -2.2802 -1.4616 0.5459

- Total charge: +1
- Strongest force on any atom: 0.06264 Eh/bohr
- E_LUMO (spin up / spin down): -4.3 / -7.5 eV
- Spin multiplicity: 2
- Calculated total energy: -441.514736 hartree
- HOMO energy (spin up / spin down): -13.764 / -13.763 eV
- Frontier orbital gap (spin up / spin down): 0.3467 / 0.2293 Ha

***

(6)
The following is a quantum chemistry calculation of a 4-piece molecular cluster, C4H15NO5S overall, from the OMol25 dataset.

Geometry (Å):
O 1.8111 -2.1520 0.5630
C 1.2373 -1.3348 1.2652
O 1.7478 -1.0295 2.4885
C -0.2118 -0.6455 1.1399
C 0.0250 0.6768 0.4013
C -0.8665 1.7947 1.0104
S -0.2593 2.5221 2.8166
N -1.0513 -1.5686 0.2741
H 2.3972 -1.7199 2.7237
H -0.6612 -0.5931 2.2801
H 1.1011 0.8770 0.6299
H -0.1095 0.7168 -0.6920
H -0.6344 2.5867 0.2315
H -1.9192 1.4790 0.9704
H 0.1410 1.4189 3.4538
H -1.3105 -2.4574 0.7317
H -0.7679 -1.7865 -0.7364
H 2.5045 1.9920 -1.2657
H 2.2978 3.4726 -1.3537
O 2.1759 2.7557 -0.7944
H -2.2084 -0.4918 -2.8933
H -3.0780 0.7319 -2.6697
O -2.7790 0.1086 -3.2963
H 0.8868 -2.3433 -2.0937
H -0.4160 -2.7798 -2.9593
O -0.0525 -2.2306 -2.2254

- Total charge: 0
- SMILES: N[C@H](CCS)C(=O)O.O.O.O
- Strongest force on any atom: 0.06609 Eh/bohr
- E_LUMO: 0.3 eV
- Calculated total energy: -990.493142 hartree
- HOMO energy: -8.894 eV
- Frontier orbital gap: 0.3385 Ha

***

(7)
The following is a quantum chemistry calculation of a 2-piece molecular cluster, C4H15NSi2 overall, from the OMol25 dataset.

Geometry (Å):
C -1.2992 0.2805 1.7227
C -0.7490 1.5552 -0.4850
C -1.8461 -0.6785 -0.5826
C -0.8881 0.1554 0.2479
N 2.0285 0.0007 1.2381
Si 1.7688 -1.1587 -1.8223
Si 0.9219 -0.8464 0.2410
H -1.6054 -0.6234 2.0792
H -0.4323 0.5130 2.3663
H -2.1632 0.9824 1.9136
H -0.2665 1.3258 -1.5839
H 0.0319 2.2688 -0.0284
H -1.7198 2.1623 -0.4925
H -2.0210 -0.3820 -1.5918
H -1.4645 -1.6893 -0.7332
H -2.8599 -0.7142 -0.1603
H 1.6788 0.5297 2.0212
H 3.0431 -0.1276 1.1637
H 2.6458 0.0130 -2.1821
H 2.5731 -2.3986 -2.0594
H 0.6295 -1.1379 -2.7070
H 0.3481 -2.7883 1.0442

- Total charge: 0
- Strongest force on any atom: 0.06841 Eh/bohr
- E_LUMO: 0.7 eV
- Calculated total energy: -795.043654 hartree
- HOMO energy: -8.668 eV
- Frontier orbital gap: 0.3448 Ha

***

(8)
The following is a quantum chemistry calculation of a 4-piece molecular cluster, C4H15O5 overall, from the OMol25 dataset.

Geometry (Å):
C -1.2391 1.9680 -0.7079
O -1.8320 1.6853 0.5428
C 0.0492 1.2188 -1.0635
C 0.9748 0.7391 0.0746
C 2.0857 -0.1458 -0.4887
O 0.2797 0.0546 1.0929
H -1.0295 3.0510 -0.6537
H -1.9786 1.8816 -1.5003
H -0.1076 0.3088 -1.6536
H 0.6025 1.8567 -1.7509
H 1.5423 1.5815 0.5264
H 2.8602 0.3801 -1.0787
H 1.7471 -0.8753 -1.2247
H 2.6791 -0.7073 0.2505
H -1.2416 1.0045 0.9924
H -3.5308 -0.9536 -0.4590
H -2.1169 -0.5556 0.0965
O -2.8721 -1.1526 0.2061
H -0.7616 -2.4680 -0.6939
H 0.3816 -1.6861 0.0508
O 0.1731 -2.4780 -0.4732
H 1.1675 -1.0144 2.0602
H 0.7270 -2.1790 2.9720
O 1.4400 -1.5142 2.8828

- Total charge: -1
- Strongest force on any atom: 0.03496 Eh/bohr
- E_LUMO: 3.6 eV
- Calculated total energy: -537.634685 hartree
- HOMO energy: -4.459 eV
- Frontier orbital gap: 0.2948 Ha

***

(9)
The following is a quantum chemistry calculation of C4H15P5 as an isolated structure, from the OMol25 dataset.

Geometry (Å):
C 0.1049 -1.5594 -2.7749
C 0.2643 -0.6725 3.0041
C -0.2794 -0.6308 -1.6115
C 0.4208 1.2048 0.9163
P -1.7200 -1.2127 -0.6179
P -1.4201 1.1770 1.1037
P 1.3568 2.5301 0.0490
P 0.8851 1.0796 2.6236
P 1.0457 -0.6515 -0.3097
H 1.0996 -1.4061 -2.8819
H -0.4686 -1.3173 -3.5663
H -0.0824 -2.5075 -2.5061
H 0.7751 -1.4377 2.4882
H -0.8027 -0.5405 2.8479
H 0.5941 -0.9910 3.9422
H -0.4322 0.3362 -2.0119
H -1.0460 -2.5031 -0.1359
H -2.5915 -1.6378 -1.6715
H -1.5623 2.4784 1.2670
H -1.8051 1.6115 -0.1573
H 1.0330 2.1823 -1.2880
H 0.3497 3.5977 0.0296
H 2.2350 0.7423 2.4224
H 2.0463 0.1278 -1.1612

- Total charge: 0
- Strongest force on any atom: 0.07378 Eh/bohr
- E_LUMO: 0.3 eV
- Calculated total energy: -1867.973116 hartree
- HOMO energy: -8.368 eV
- Frontier orbital gap: 0.3194 Ha

***

In order of appearance, ΔE to the lowest compared entry with this formula, charge and spin = 46.7 9.9 35.1 39.7 37.0 51.2 86.6 2.4 0.0 kcal per mole.